Entry 1:
{"formula": "C2H16N2O4", "method": "ωB97M-V/def2-TZVPD", "smiles": "NCCN.O.O.O.O", "gap_ev": 10.5, "charge": 0, "e_lumo_ev": 0.49, "species": ["N", "C", "C", "N", "H", "H", "H", "H", "H", "H", "H", "H", "O", "H", "H", "O", "H", "H", "O", "H", "H", "O", "H", "H"], "xyz": [[-1.6354, 1.2618, 1.1738], [-1.9289, 1.2609, -0.2565], [-1.1594, 0.1445, -0.9285], [0.2951, 0.2790, -0.9359], [-2.1363, 1.9394, 1.7216], [-0.6497, 1.3559, 1.3776], [-1.7495, 2.2282, -0.7161], [-2.9848, 1.0177, -0.3858], [-1.4550, -0.8317, -0.5312], [-1.5500, 0.0612, -1.9491], [0.7145, -0.4759, -0.3969], [0.5892, 0.0554, -1.8801], [2.2465, 2.2704, -1.7129], [1.5600, 1.8050, -2.1923], [1.8549, 2.2603, -0.8384], [1.8971, -0.9880, 1.2093], [1.6160, -0.1059, 0.9621], [1.5294, -1.1224, 2.0912], [1.7758, -3.0545, -0.9637], [1.4014, -2.2582, -0.5902], [2.5020, -2.8304, -1.5429], [-0.5948, -1.4821, 2.5102], [-0.8517, -0.7058, 2.0079], [-1.2863, -2.0849, 2.7670]], "forces_ev_per_a": [[0.204, -0.697, 0.296], [0.060, -0.367, 0.681], [-0.848, -0.607, -0.707], [0.033, -0.338, -0.233], [-0.142, 0.196, -0.051], [0.077, 0.354, -0.247], [0.200, 0.167, -0.330], [-0.065, 0.124, 0.046], [-0.042, 0.179, 0.513], [0.276, 0.318, -0.117], [-0.331, 0.221, -0.068], [0.232, 0.171, 0.002], [0.141, 0.209, -0.128], [0.023, 0.012, -0.280], [0.070, 0.045, 0.328], [0.185, 0.044, -0.028], [0.273, 0.417, 0.227], [-0.208, -0.281, -0.043], [-0.394, -0.849, -0.207], [0.399, 0.208, 0.250], [0.130, 0.373, 0.002], [1.568, -0.171, 0.364], [-1.207, -0.090, 0.016], [-0.633, 0.362, -0.286]], "nbo_charge": [-0.87, -0.22, -0.24, -0.88, 0.37, 0.35, 0.17, 0.20, 0.19, 0.19, 0.37, 0.36, -0.93, 0.46, 0.47, -0.95, 0.46, 0.50, -0.94, 0.47, 0.47, -0.99, 0.50, 0.49]}

Entry 2:
{"formula": "C2H16NO4", "method": "ωB97M-V/def2-TZVPD", "gap_ev": 4.1, "charge": 1, "e_lumo_ev": -10.48, "species": ["C", "C", "N", "H", "H", "H", "H", "H", "H", "H", "H", "H", "H", "O", "H", "H", "O", "H", "H", "O", "H", "H", "O"], "xyz": [[0.7807, 1.5240, -0.2573], [1.4074, 0.1970, -0.7179], [1.3261, -0.8880, 0.2625], [0.8437, 2.2638, -1.0703], [-0.2731, 1.3734, 0.0350], [1.3373, 1.9105, 0.6612], [0.9040, -0.1169, -1.6729], [2.4558, 0.3110, -0.9721], [0.4317, -1.1388, 0.4925], [1.8262, -0.6437, 1.1591], [-1.5141, -0.8833, -1.8488], [-2.7826, 1.0284, 1.7190], [-1.6846, -0.7713, 1.3118], [-1.9406, 0.6591, 1.3680], [-1.6706, -0.3143, -1.3623], [-1.7421, -2.3789, 1.6230], [-1.2952, -1.7184, 1.1069], [0.4937, 0.2399, -4.8597], [0.2440, -1.2686, -4.5413], [0.3865, -0.3853, -4.1107], [-0.6994, 0.8288, 2.2394], [0.2733, 0.9429, 3.5375], [0.2425, 0.7581, 2.5812]], "forces_ev_per_a": [[-0.495, 1.999, 2.277], [0.725, -3.814, -1.452], [2.255, 5.424, 0.319], [0.237, -0.559, 0.038], [0.461, -0.126, -0.314], [-0.675, -0.524, -1.341], [-0.073, 0.199, 0.805], [0.281, 0.505, 0.265], [-3.409, -1.774, 0.489], [0.143, -0.988, -0.898], [-0.133, 0.600, 0.455], [0.470, -0.260, -0.272], [0.290, -0.928, 0.006], [-0.394, 0.387, 0.130], [0.123, -0.557, -0.478], [-0.511, -0.392, 0.425], [0.336, 1.163, -0.455], [-0.113, -0.619, 0.657], [0.208, 1.282, 0.548], [-0.050, -0.652, -1.065], [-0.025, -0.362, 0.159], [-0.047, -0.253, -0.384], [0.397, 0.251, 0.085]], "nbo_charge": [-0.56, -0.27, -0.32, 0.27, 0.25, 0.25, 0.30, 0.25, 0.42, 0.43, 0.02, 0.49, 0.48, -0.73, -0.02, 0.50, -0.89, 0.49, 0.49, -0.97, 0.49, 0.50, -0.85]}

Record-wise relative energy (zero: lowest compared OMol25 entry of this formula, charge and spin) values, in kcal per mole: 36.4, 231.5
Record-wise calculated total energy values, in Eh: -496.23912, -440.93846